(1)
Below is a molecular structure, C24H25CrN5O4S, with properties calculated with the ωB97M-V functional and the def2-TZVPD basis.

Geometry as XYZ:
```
60
Properties=species:S:1:pos:R:3:forces:R:3
Cr 0.594 0.955 1.464 -0.273 -0.338 0.595
C 3.928 1.204 -1.317 -0.075 0.027 0.086
C 2.932 1.549 -0.389 -0.012 0.020 -0.170
N 2.062 0.665 0.049 -0.317 -0.056 0.077
C 2.110 -0.636 -0.370 -0.009 -0.003 -0.007
C 3.072 -1.054 -1.300 0.022 -0.078 -0.016
C 3.989 -0.085 -1.767 0.014 -0.011 -0.038
C 3.106 -2.416 -1.690 0.005 0.071 0.016
C 2.236 -3.289 -1.107 -0.038 -0.024 0.032
C 1.280 -2.876 -0.151 0.040 0.016 -0.048
C 1.167 -1.550 0.212 0.019 0.024 -0.132
N 0.305 -0.959 1.115 -0.018 0.176 0.047
C -0.730 -1.538 1.817 -0.053 -0.045 0.088
C -1.406 -2.718 1.575 -0.022 0.031 0.069
C -2.412 -3.172 2.456 0.027 -0.027 -0.049
C -2.772 -2.477 3.573 0.029 0.049 0.044
C -2.159 -1.225 3.827 -0.065 -0.046 -0.055
C -2.487 -0.399 4.926 -0.020 -0.002 0.050
C -1.882 0.816 5.088 0.081 0.022 -0.081
C -0.948 1.238 4.128 -0.182 0.047 0.031
N -0.624 0.489 3.097 0.295 -0.145 -0.134
C -1.181 -0.755 2.937 0.025 0.024 -0.010
H 4.628 1.957 -1.649 0.001 0.002 -0.012
H 2.823 2.555 -0.002 0.022 0.003 -0.002
H 4.752 -0.384 -2.476 -0.005 -0.001 -0.009
H 3.835 -2.746 -2.418 0.011 -0.009 0.006
H 2.273 -4.338 -1.368 0.007 -0.002 -0.001
H 0.665 -3.633 0.307 -0.025 0.006 -0.011
H -1.190 -3.306 0.698 0.030 -0.022 0.011
H -2.897 -4.114 2.233 -0.007 0.002 0.005
H -3.520 -2.853 4.256 -0.015 0.004 -0.010
H -3.227 -0.741 5.639 -0.006 -0.012 -0.009
H -2.115 1.462 5.921 -0.007 0.000 0.008
H -0.480 2.214 4.189 0.014 -0.006 0.000
N -1.214 1.690 0.734 0.220 0.223 -0.559
N -1.312 3.012 1.238 -0.206 0.100 0.070
C -0.081 3.668 1.440 0.270 -0.173 -0.047
O -0.010 4.865 1.496 -0.119 0.018 0.034
O 0.913 2.814 1.582 0.097 0.393 0.261
H -1.113 1.648 -0.289 -0.188 -0.031 -0.004
H -2.034 1.167 1.023 0.072 -0.106 0.020
H -2.026 3.593 0.819 0.047 -0.021 -0.077
C 1.425 1.273 -4.336 0.009 0.005 0.035
C -0.021 0.805 -4.293 -0.047 0.014 -0.055
S -0.318 -0.128 -2.788 0.143 -0.027 0.086
O -0.305 0.894 -1.679 -0.057 -0.024 -0.184
C -2.040 -0.586 -3.050 -0.065 0.010 -0.007
C -2.983 0.580 -3.314 0.010 0.013 0.003
H 1.602 1.842 -5.247 0.013 0.006 0.002
H 2.114 0.427 -4.321 0.002 -0.006 -0.011
H 1.645 1.915 -3.484 0.000 0.004 0.003
H -0.261 0.142 -5.127 -0.004 0.005 -0.004
H -0.714 1.647 -4.287 -0.003 -0.018 -0.033
H -2.300 -1.117 -2.132 0.024 -0.007 0.001
H -2.028 -1.321 -3.857 -0.036 -0.013 0.007
H -2.657 1.473 -2.779 -0.016 -0.014 0.036
H -3.987 0.336 -2.970 -0.011 -0.017 -0.032
H -3.044 0.817 -4.374 0.027 0.023 0.003
O 2.895 0.202 3.622 -0.075 0.021 -0.031
C 2.126 0.496 2.865 0.403 -0.077 0.113
```
Forces are in eV/Å.

As for the net charge: +1. As for the LUMO energy (spin up / spin down): -3.1 / -3.5 eV. Its multiplicity is 4. For the total energy, the calculation gives -80188.576 eV. The gap between HOMO and LUMO (spin up / spin down) comes out at 6.9 / 6.8 eV.

---

(2)
Below is 2 unconnected molecules or ions with the total composition C4H9O3 at a distorted geometry, with properties calculated with the ωB97M-V functional and the def2-TZVPD basis.

Geometry as XYZ:
```
16
Properties=species:S:1:pos:R:3:forces:R:3
C -1.165 0.516 0.005 -0.017 0.776 0.248
C -2.549 -0.091 0.265 0.444 0.281 0.777
C -0.368 0.738 1.297 -0.180 -0.822 -0.602
O -0.795 1.792 1.926 0.019 0.219 0.219
O 0.521 0.023 1.701 0.070 0.300 0.295
H -0.522 -0.083 -0.639 -0.015 -0.095 0.002
H -1.287 1.513 -0.433 -0.015 -0.177 -0.206
H -2.465 -1.120 0.597 -0.024 -0.288 -0.329
H -3.176 0.020 -0.612 -0.098 -0.210 -0.042
H -3.005 0.428 1.113 -0.171 0.122 -0.290
C 2.673 -0.545 -1.160 -0.343 0.131 -0.009
O 1.947 -1.385 -0.286 -0.003 0.239 0.144
H 1.617 -0.843 0.450 -0.003 -0.327 -0.090
H 2.041 0.256 -1.569 0.002 -0.101 -0.113
H 3.515 -0.048 -0.673 0.191 -0.170 0.033
H 3.018 -1.172 -1.979 0.144 0.121 -0.039
```
Forces are in eV/Å.

As for the LUMO energy (spin up / spin down): 0.7 / -3.4 eV. Its multiplicity is 2. For the total energy, the calculation gives -10434.149 eV. The gap between HOMO and LUMO (spin up / spin down) comes out at 10.7 / 6.6 eV.

---

(3)
Below is 2 unconnected molecules or ions with the total composition C6H8N3O2S at a distorted geometry, with properties calculated with the ωB97M-V functional and the def2-TZVPD basis.

Geometry as XYZ:
```
20
Properties=species:S:1:pos:R:3:forces:R:3
C 2.644 -1.678 0.473 -0.029 -0.437 2.031
C 1.553 -1.208 1.255 1.207 -0.831 0.971
C 2.430 -1.270 -0.793 1.489 -0.548 1.077
C 0.806 -0.417 0.396 -0.426 -0.488 1.880
C -0.922 1.325 -0.008 -1.545 1.228 -0.743
C -0.374 0.266 0.714 1.575 -0.130 -0.513
N -2.102 1.890 0.433 0.534 -0.015 0.066
N -0.420 1.743 -1.182 0.654 1.486 -0.662
N -2.034 -1.097 -0.524 2.556 -0.959 -2.478
O -1.307 -1.556 -1.417 -2.825 1.115 2.758
O 1.407 -0.453 -0.781 -1.839 1.660 -3.568
S -3.474 -0.831 -0.015 -0.256 -0.767 -0.484
H 3.514 -2.141 0.906 -0.100 -0.532 -0.355
H 1.436 -1.459 2.335 -0.197 0.559 -1.186
H 3.004 -1.530 -1.660 -0.265 0.535 -0.571
H -0.639 0.124 1.724 -0.698 -0.096 0.902
H -2.581 1.356 1.165 0.299 0.632 -0.470
H -2.630 2.713 0.044 1.243 -1.439 0.329
H 0.559 1.607 -1.573 -1.909 -0.200 1.262
H -0.870 2.616 -1.490 0.533 -0.775 -0.247
```
Forces are in eV/Å.

As for the net charge: +1. As for the LUMO energy (spin up / spin down): -5.7 / -4.6 eV. For the total energy, the calculation gives -25741.289 eV. The gap between HOMO and LUMO (spin up / spin down) comes out at 6.4 / 7.3 eV.

---

(4)
Below is 15 unconnected molecules or ions with the total composition C30H75N15O15 at a distorted geometry, with properties calculated with the ωB97M-V functional and the def2-TZVPD basis.

Geometry as XYZ:
```
135
Properties=species:S:1:pos:R:3:forces:R:3
O 15.771 16.997 10.296 0.252 0.356 -1.145
C 16.531 17.668 9.598 0.493 2.214 0.192
N 16.188 18.565 8.594 0.004 -1.658 0.933
C 18.038 17.789 9.874 -0.942 -1.107 0.035
H 16.909 19.135 8.198 0.182 -0.131 -0.076
H 15.386 18.412 8.014 -0.919 0.385 0.115
H 18.257 16.778 10.226 0.710 0.195 -0.066
H 18.284 18.503 10.668 -0.179 -0.064 -0.292
H 18.500 18.023 8.910 0.450 -0.117 0.567
O 13.099 16.184 17.158 -0.250 0.396 -0.246
C 14.071 15.922 16.460 -1.330 -0.405 1.224
N 14.142 14.740 15.805 1.178 -0.231 -0.904
C 15.290 16.783 16.455 0.398 0.099 -0.480
H 15.012 14.421 15.360 -0.445 0.324 0.056
H 13.361 14.108 15.764 -0.266 0.222 0.302
H 16.027 16.144 15.993 1.003 0.210 0.212
H 15.520 17.096 17.482 0.074 -0.354 -0.295
H 15.240 17.695 15.846 -0.498 -0.304 0.024
O 13.399 11.978 11.046 -0.699 0.548 0.162
C 13.122 12.081 12.247 1.864 -1.709 0.134
N 12.013 12.593 12.727 -1.532 0.687 -1.365
C 14.043 11.470 13.302 0.196 0.011 -0.794
H 11.226 12.660 12.080 0.154 0.376 0.072
H 11.721 12.523 13.675 0.186 -0.156 1.129
H 15.058 11.326 12.921 -0.174 0.239 -0.094
H 13.671 10.455 13.505 -0.089 0.456 0.381
H 14.072 12.132 14.159 -0.043 -0.313 0.503
O 9.439 12.724 11.502 0.416 0.735 0.387
C 8.752 11.722 11.593 -0.377 0.759 -0.480
N 8.937 10.854 12.599 -0.423 -0.758 -0.043
C 7.691 11.438 10.558 0.409 -1.225 -0.073
H 8.465 9.959 12.555 0.226 0.276 0.313
H 9.666 11.021 13.287 -0.241 -0.069 -0.226
H 7.614 12.101 9.704 0.555 0.439 0.286
H 6.706 11.342 10.969 -0.481 -0.123 0.494
H 7.985 10.458 10.177 -0.342 -0.158 -0.264
O 9.300 21.328 14.319 0.678 -0.265 0.407
C 10.383 21.002 13.827 -1.122 1.056 -1.291
N 11.457 20.602 14.516 0.067 -0.105 -0.049
C 10.485 21.119 12.277 0.798 -2.099 1.470
H 11.393 20.500 15.518 -0.015 0.058 -0.178
H 12.246 20.200 14.021 -0.188 -0.069 0.153
H 9.809 21.848 11.933 -0.429 1.253 -0.279
H 10.072 20.170 11.910 0.168 -0.078 -0.015
H 11.512 21.193 11.927 -0.060 0.340 -0.120
O 11.100 12.341 15.420 0.279 -0.912 -0.388
C 10.535 13.130 16.169 0.841 0.260 -0.645
N 11.062 13.462 17.351 -0.790 0.533 0.838
C 9.328 13.881 15.693 0.095 0.174 0.509
H 11.888 13.023 17.760 -0.555 0.322 -0.502
H 10.579 14.214 17.837 0.640 -0.337 0.175
H 8.550 13.838 16.443 -0.389 0.022 0.085
H 8.993 13.471 14.750 -0.072 -0.061 -0.079
H 9.594 14.931 15.572 -0.028 0.085 -0.037
O 13.576 19.213 7.801 1.664 -0.604 -0.353
C 12.906 19.480 8.783 1.923 -0.396 -0.023
N 13.276 19.258 10.076 -1.909 0.924 -1.317
C 11.603 19.970 8.415 -2.268 0.386 1.160
H 14.172 18.915 10.319 0.671 -0.399 0.226
H 12.557 19.431 10.760 0.555 -0.156 0.510
H 11.228 19.089 7.899 -0.729 0.315 -0.261
H 11.620 20.842 7.772 0.302 -0.140 -0.208
H 10.984 20.215 9.275 -0.376 -0.048 0.077
O 7.426 17.676 12.373 -0.121 1.815 0.558
C 7.734 16.996 11.423 0.388 -0.794 0.526
N 8.470 17.416 10.367 -0.206 0.861 0.334
C 7.321 15.555 11.484 0.833 -0.261 -0.085
H 8.605 18.414 10.220 -0.061 -0.486 0.322
H 8.701 16.806 9.611 -0.005 -0.538 -0.507
H 7.024 15.350 10.475 -0.396 -1.057 -0.401
H 6.552 15.418 12.240 -0.285 0.253 -0.334
H 8.148 14.905 11.822 -0.103 0.281 -0.560
O 17.388 9.892 9.109 -0.150 0.113 0.301
C 16.300 10.036 9.662 0.708 -1.622 -1.001
N 15.790 11.260 9.842 0.350 0.049 0.043
C 15.520 8.784 10.062 -0.582 0.619 0.522
H 14.912 11.511 10.258 -0.552 -0.098 0.222
H 16.361 11.940 9.385 0.062 0.589 -0.074
H 15.982 8.338 10.954 -0.116 0.044 -0.346
H 15.446 8.047 9.262 0.632 0.161 -0.086
H 14.482 9.025 10.277 -0.132 0.162 0.382
O 13.995 21.474 15.943 -0.586 0.210 -0.512
C 14.749 20.852 16.655 -0.185 0.154 0.706
N 14.332 20.321 17.829 0.304 -0.184 0.255
C 16.197 20.670 16.360 0.179 -1.335 -1.174
H 13.403 20.497 18.188 0.228 -0.083 -0.242
H 14.995 19.818 18.395 -0.268 0.047 0.070
H 16.467 19.656 16.649 0.519 0.171 0.815
H 16.796 21.466 16.769 0.278 0.035 0.393
H 16.399 20.592 15.288 -0.400 0.643 -0.053
O 9.234 15.489 8.296 -1.445 0.408 0.562
C 10.254 14.844 8.395 1.251 0.058 -0.351
N 10.595 14.054 9.435 0.041 0.412 -0.284
C 11.262 14.942 7.299 2.098 -0.603 0.074
H 9.977 13.969 10.236 0.168 -0.293 -0.282
H 11.501 13.599 9.422 -0.393 0.040 0.236
H 11.411 15.914 6.865 -0.796 0.534 -0.168
H 11.118 14.211 6.520 -0.484 -0.166 -0.355
H 12.282 14.728 7.650 -0.184 -0.240 0.277
O 13.310 24.323 11.927 0.372 -0.586 1.668
C 13.648 23.456 12.744 -1.601 0.093 -0.204
N 13.192 23.333 14.056 0.431 1.092 -2.031
C 14.514 22.327 12.313 1.478 -0.553 0.836
H 13.326 22.526 14.647 0.299 0.142 -0.192
H 12.623 24.086 14.383 -0.350 0.181 0.157
H 15.506 22.701 12.029 -0.324 0.082 -0.195
H 14.135 21.706 11.516 -0.374 0.171 -0.335
H 14.702 21.690 13.175 0.002 -0.308 0.027
O 16.579 13.872 14.440 -0.380 -0.164 0.282
C 16.672 13.604 13.247 2.369 -0.809 1.732
N 17.637 12.686 12.860 -0.644 0.084 -0.449
C 15.910 14.314 12.239 0.040 0.124 -1.803
H 17.739 12.431 11.879 -0.081 0.031 0.547
H 18.138 12.121 13.556 -0.588 0.677 -0.463
H 16.379 14.162 11.282 0.408 0.185 -0.579
H 15.847 15.392 12.388 -0.269 -0.259 0.323
H 14.972 13.819 12.064 -0.808 0.154 0.359
O 8.363 17.920 16.941 0.286 0.672 0.218
C 7.769 18.024 15.873 0.115 -0.916 0.705
N 7.740 19.086 15.088 -0.168 0.827 -0.742
C 7.058 16.807 15.381 -0.002 -1.602 -0.240
H 7.314 18.934 14.166 0.544 0.604 0.557
H 8.271 19.937 15.326 -0.443 -0.581 -0.543
H 5.980 16.760 15.473 -0.303 0.592 0.041
H 7.427 16.018 16.024 -0.029 -0.233 0.165
H 7.299 16.507 14.361 0.012 0.421 -0.091
O 12.681 18.592 12.831 -0.160 -1.245 -0.298
C 12.222 17.421 12.906 0.523 3.351 0.690
N 12.772 16.471 12.163 0.450 0.415 -0.529
C 11.110 17.260 13.895 -0.440 -0.110 0.096
H 13.418 16.802 11.436 -0.324 -0.462 0.456
H 12.312 15.607 12.074 -0.332 -1.198 -0.221
H 11.267 17.973 14.696 0.275 -0.102 0.136
H 10.946 16.293 14.313 0.280 -0.944 0.247
H 10.139 17.549 13.507 -0.122 0.175 -0.654
```
Forces are in eV/Å.

As for the LUMO energy: 0.0 eV. For the total energy, the calculation gives -85400.469 eV. The gap between HOMO and LUMO comes out at 8.9 eV.